# 1
{
  "formula": "C20H53O19PbS6",
  "method": "wB97M-V/def2-TZVPD",
  "total_charge": 1,
  "homo_lumo_gap_ev": 8.4,
  "total_energy_ha": -4805.11234,
  "symbols": ["Pb", "C", "C", "O", "H", "H", "H", "H", "H", "O", "S", "O", "O", "C", "C", "C", "H", "H", "H", "H", "H", "H", "H", "H", "O", "S", "O", "O", "C", "C", "C", "H", "H", "H", "H", "H", "H", "H", "H", "O", "S", "O", "O", "C", "C", "C", "H", "H", "H", "H", "H", "H", "H", "H", "O", "S", "O", "O", "C", "C", "C", "H", "H", "H", "H", "H", "H", "H", "H", "O", "S", "O", "O", "C", "C", "C", "H", "H", "H", "H", "H", "H", "H", "H", "O", "S", "O", "O", "C", "C", "C", "H", "H", "H", "H", "H", "H", "H", "H"],
  "xyz": [[1.018, -0.281, 0.188], [4.133, -3.072, -1.822], [4.024, -1.629, -1.331], [2.724, -1.167, -1.158], [5.168, -3.416, -1.804], [3.899, -3.099, -2.893], [3.384, -3.673, -1.306], [4.531, -1.015, -2.099], [4.563, -1.518, -0.377], [-0.765, 2.671, -3.254], [-1.319, 2.042, -2.105], [-0.527, 1.151, -1.304], [-1.945, 3.149, -1.171], [-1.173, 4.360, -0.963], [-1.974, 5.327, -0.148], [-2.821, 1.241, -2.535], [-0.795, 4.716, -1.923], [-0.238, 4.104, -0.455], [-2.787, 5.785, -0.715], [-1.365, 6.153, 0.216], [-2.414, 4.831, 0.718], [-3.245, 0.707, -1.685], [-2.571, 0.459, -3.254], [-3.560, 1.914, -2.957], [-0.093, -1.955, -1.418], [-0.486, -2.546, -2.654], [-1.618, -3.410, -2.755], [-0.673, -1.355, -3.702], [-1.314, -1.676, -4.951], [-0.700, -0.828, -6.043], [0.945, -3.362, -3.341], [-2.390, -1.492, -4.889], [-1.243, -2.747, -5.148], [-1.239, -0.901, -6.986], [0.349, -1.088, -6.163], [-0.843, 0.215, -5.748], [1.572, -2.514, -3.618], [0.667, -3.923, -4.226], [1.437, -3.877, -2.525], [0.563, 1.502, 2.035], [-0.206, 2.311, 2.938], [-0.133, 3.722, 2.742], [-1.721, 1.862, 2.873], [-2.656, 2.849, 3.424], [-3.963, 2.176, 3.737], [0.170, 2.007, 4.643], [-2.823, 3.578, 2.633], [-2.228, 3.356, 4.285], [-3.913, 1.475, 4.575], [-4.418, 1.684, 2.884], [-4.615, 2.941, 4.168], [1.241, 1.996, 4.829], [-0.303, 1.117, 5.051], [-0.248, 2.838, 5.210], [-2.217, -3.141, 1.006], [-2.569, -1.773, 0.795], [-1.584, -0.743, 0.776], [-3.370, -1.680, -0.573], [-4.270, -2.776, -0.900], [-4.636, -2.651, -2.350], [-3.800, -1.364, 1.981], [-5.100, -2.779, -0.188], [-3.765, -3.720, -0.689], [-3.765, -2.684, -2.997], [-5.299, -1.793, -2.473], [-5.243, -3.504, -2.666], [-3.290, -1.535, 2.935], [-4.629, -2.066, 1.975], [-4.096, -0.322, 1.977], [-0.346, -1.247, 4.298], [0.530, -2.107, 3.575], [0.742, -1.887, 2.177], [1.948, -2.100, 4.285], [1.978, -1.967, 5.719], [2.844, -0.788, 6.141], [0.072, -3.801, 3.775], [2.456, -2.870, 6.098], [1.012, -1.816, 6.196], [2.776, -0.708, 7.224], [2.536, 0.114, 5.612], [3.896, -0.910, 5.881], [-0.957, -3.854, 3.414], [0.118, -4.032, 4.836], [0.683, -4.449, 3.155], [2.397, 1.828, -0.506], [2.634, 2.616, -1.683], [1.871, 3.802, -1.882], [4.185, 2.962, -1.836], [5.055, 2.081, -1.101], [6.440, 2.102, -1.706], [2.399, 1.637, -3.176], [4.738, 1.033, -1.124], [5.084, 2.326, -0.040], [6.475, 1.814, -2.752], [7.179, 1.571, -1.104], [6.836, 3.117, -1.576], [1.590, 0.974, -2.873], [3.292, 1.066, -3.408], [2.109, 2.330, -3.956]],
  "forces_ev_per_angstrom": [[1.4, -0.5, -1.2], [-0.3, 0.6, -0.8], [-0.1, 0.4, 0.2], [-1.0, 0.0, 0.2], [-0.1, -0.3, 0.6], [-0.3, 0.0, 0.1], [0.5, -0.4, 0.2], [0.2, 0.1, 0.2], [0.3, -0.1, -0.2], [0.5, -0.2, -0.3], [-1.5, 0.7, 0.2], [0.3, 0.0, -0.2], [-0.1, -0.2, 0.0], [1.5, 0.1, 0.1], [-0.6, 0.3, -0.1], [-0.2, -1.0, 0.0], [-0.6, 0.2, -0.1], [-0.3, -0.2, 0.3], [0.0, -0.2, -0.1], [0.2, -0.2, 0.0], [0.1, 0.0, 0.0], [0.2, 0.2, 0.2], [0.2, 0.2, -0.1], [0.3, 0.3, 0.0], [-0.6, 0.2, 0.2], [0.8, -0.7, -1.5], [-0.2, 0.0, 0.5], [0.0, 0.1, 0.7], [-0.6, -0.4, -0.9], [-0.3, 0.3, 0.5], [-0.3, 1.3, 0.3], [0.1, 0.2, 0.3], [0.3, 0.0, 0.0], [0.0, -0.5, 0.0], [0.0, 0.3, -0.2], [0.5, 0.1, 0.0], [0.2, -0.2, 0.0], [0.0, -0.3, 0.2], [-0.1, -0.4, -0.2], [-0.4, -0.3, 0.7], [0.0, 0.6, 0.2], [0.0, 0.3, 0.0], [0.3, -0.1, 0.1], [-0.4, -0.1, -0.7], [-0.1, 0.0, 1.2], [-0.1, 0.0, 0.7], [0.2, 0.1, 0.1], [0.0, -0.1, 0.1], [0.4, -0.3, -0.3], [-0.1, 0.2, -0.1], [-0.2, 0.1, -0.5], [0.0, 0.0, -0.3], [0.2, -0.3, -0.5], [0.1, 0.2, -0.2], [0.4, 0.0, 0.3], [-1.2, -0.5, -0.5], [-0.2, 0.2, 0.0], [0.4, 0.4, 0.2], [0.4, -1.0, 0.3], [-1.0, -0.2, 0.1], [0.5, -0.2, 1.1], [-0.3, 0.4, -0.3], [0.3, 0.1, -0.3], [0.0, 0.5, 0.1], [0.4, 0.2, -0.4], [0.0, -0.1, 0.3], [0.0, 0.1, 0.0], [-0.1, 0.1, -0.4], [-0.1, 0.0, -0.4], [-0.5, 0.2, 0.1], [0.6, -1.1, 0.3], [0.4, 0.0, 0.2], [-0.5, 0.4, -0.6], [1.2, 0.3, 1.0], [0.2, -0.1, -0.6], [-0.7, 0.4, -0.1], [-0.3, -0.2, -0.1], [-0.3, -0.3, -0.5], [-0.1, 0.3, 0.0], [-0.3, 0.1, 0.4], [0.0, -0.3, 0.0], [0.0, -0.1, 0.1], [0.0, -0.1, 0.0], [0.3, 0.1, 0.1], [0.3, 0.1, 0.4], [0.0, -0.1, -2.3], [0.3, 0.4, 0.5], [-0.6, -0.1, 0.9], [1.1, -1.6, 0.3], [0.5, 1.6, 0.6], [-0.2, -0.1, 1.2], [-0.6, 0.2, -0.3], [-0.1, 0.5, -0.1], [0.0, -0.1, 0.0], [-0.4, -0.7, -0.1], [-0.2, 0.1, -0.6], [-0.1, -0.1, -0.5], [0.0, 0.0, 0.1], [0.0, 0.0, 0.0]]
}

# 2
{
  "formula": "C5H5N3O",
  "method": "wB97M-V/def2-TZVPD",
  "smiles": "Oc1nc2cc[nH]c2[nH]1",
  "total_charge": 0,
  "homo_lumo_gap_ev": 7.8,
  "total_energy_ha": -433.01120,
  "symbols": ["C", "C", "C", "C", "C", "H", "H", "H", "H", "H", "N", "N", "N", "O"],
  "xyz": [[-1.869, -0.285, -0.013], [0.129, -0.816, -0.036], [1.471, -1.344, -0.002], [2.261, -0.207, 0.004], [0.157, 0.528, -0.009], [-3.565, 0.619, 0.025], [1.685, -2.410, 0.029], [3.333, -0.102, -0.021], [1.871, 1.886, -0.080], [-1.474, 1.892, 0.110], [-1.125, -1.359, 0.013], [1.487, 0.939, 0.001], [-1.163, 0.937, -0.008], [-3.198, -0.276, -0.015]],
  "forces_ev_per_angstrom": [[0.7, 0.4, 0.4], [1.8, -2.0, 0.5], [-0.6, 1.1, -0.1], [0.2, -1.0, -0.1], [1.1, 0.3, -0.3], [0.3, -0.3, 0.0], [0.4, 0.5, -0.1], [0.0, 0.0, 0.1], [-0.5, -0.9, 0.1], [-0.3, -0.5, -0.1], [-1.6, 1.4, -0.4], [-0.7, 1.1, 0.0], [0.2, 0.0, -0.1], [-1.0, 0.0, 0.0]]
}

# 3
{
  "formula": "C4H3NOS",
  "method": "wB97M-V/def2-TZVPD",
  "smiles": "CC(=O)C(=S)C#N",
  "total_charge": 0,
  "homo_lumo_gap_ev": 7.8,
  "total_energy_ha": -682.34228,
  "symbols": ["C", "C", "C", "C", "H", "H", "H", "N", "O", "S"],
  "xyz": [[1.560, -1.367, 0.941], [0.958, -0.024, 0.669], [-0.260, 0.047, -0.189], [-1.535, -0.002, 0.453], [0.823, -2.126, 1.204], [2.380, -1.202, 1.705], [2.098, -1.761, 0.059], [-2.577, 0.086, 0.957], [1.537, 0.943, 1.074], [-0.243, 0.314, -1.844]],
  "forces_ev_per_angstrom": [[1.2, -0.5, 0.3], [1.6, -0.8, 0.1], [-0.8, 0.8, -2.8], [-1.2, 0.3, 0.7], [0.1, 0.0, 0.3], [-1.3, -0.4, -0.6], [-0.4, 0.3, 0.0], [1.1, -0.3, -0.5], [-0.6, 1.0, -0.1], [0.3, -0.5, 2.4]]
}

# 4
{
  "formula": "C5H14S2",
  "method": "wB97M-V/def2-TZVPD",
  "smiles": "CCSC.CSC",
  "total_charge": 0,
  "homo_lumo_gap_ev": 9.3,
  "total_energy_ha": -995.23951,
  "symbols": ["C", "C", "C", "S", "H", "H", "H", "H", "H", "H", "H", "H", "C", "C", "S", "H", "H", "H", "H", "H", "H"],
  "xyz": [[-0.891, 2.205, 0.870], [-0.880, 0.860, 0.126], [-2.606, 0.644, 2.598], [-1.263, 1.860, 2.666], [0.071, 2.696, 0.944], [-1.672, 2.859, 0.482], [-1.865, 0.393, 0.020], [-0.149, 0.128, 0.465], [-3.458, 1.053, 2.052], [-2.952, 0.561, 3.639], [-2.334, -0.351, 2.267], [-0.646, 1.047, -0.925], [0.962, -2.957, -1.797], [2.591, -0.806, -1.460], [1.698, -1.599, -2.831], [-0.060, -3.166, -2.096], [1.114, -2.668, -0.765], [1.408, -3.927, -2.042], [2.022, -0.038, -0.933], [3.455, -0.318, -1.922], [3.049, -1.549, -0.817]],
  "forces_ev_per_angstrom": [[-0.9, -1.7, 1.3], [0.1, 0.7, -1.3], [-0.4, 0.7, 0.7], [0.1, 0.1, -0.4], [0.1, 0.1, -0.4], [0.2, 0.1, -0.1], [0.1, 0.1, 0.6], [-0.1, 0.1, 0.4], [0.1, -0.2, -0.2], [0.2, 0.0, -0.3], [0.2, 0.0, -0.3], [0.3, 0.1, -0.1], [0.2, -0.3, -1.3], [0.8, 0.5, -0.9], [-0.3, -0.6, 1.1], [-0.4, 0.7, 0.4], [-0.4, -0.3, 0.1], [0.6, 0.3, 0.4], [-0.1, -0.4, 0.1], [-0.2, 0.2, 0.0], [-0.3, -0.1, 0.3]]
}

# 5
{
  "formula": "C21H29CeCl2O4",
  "method": "wB97M-V/def2-TZVPD",
  "total_charge": 1,
  "homo_lumo_gap_ev": [6.6, 6.6],
  "total_energy_ha": -2513.72235,
  "symbols": ["O", "C", "C", "H", "H", "C", "H", "H", "C", "H", "H", "H", "C", "H", "H", "H", "Ce", "C", "C", "C", "H", "C", "C", "H", "H", "H", "H", "C", "C", "C", "H", "C", "C", "H", "H", "H", "H", "O", "C", "C", "H", "H", "C", "H", "H", "C", "H", "H", "H", "H", "Cl", "C", "Cl", "C", "O", "O", "H"],
  "xyz": [[0.568, -0.312, -2.948], [0.536, 0.769, -3.965], [0.453, -0.127, -5.169], [1.448, 1.382, -4.030], [-0.366, 1.400, -3.935], [0.502, -1.226, -4.103], [1.349, -0.126, -5.792], [-0.468, -0.072, -5.748], [1.801, -1.972, -4.291], [2.640, -1.333, -3.988], [1.888, -2.260, -5.355], [1.820, -2.866, -3.671], [-0.750, -2.095, -4.122], [-1.642, -1.581, -3.730], [-0.580, -2.975, -3.500], [-0.951, -2.435, -5.155], [-0.210, -0.789, 1.848], [-2.142, -1.360, 3.735], [-1.820, 0.015, 3.939], [-2.296, 0.750, 2.808], [-1.353, 0.439, 4.825], [-2.911, -0.172, 1.903], [-2.800, -1.482, 2.470], [-3.200, -2.407, 2.049], [-1.975, -2.157, 4.460], [-2.236, 1.834, 2.694], [-3.424, 0.093, 0.971], [0.776, -2.394, 3.724], [0.232, -3.268, 2.714], [1.095, -3.209, 1.569], [-0.663, -3.891, 2.826], [2.175, -2.313, 1.877], [1.969, -1.805, 3.199], [2.632, -1.123, 3.741], [0.387, -2.232, 4.736], [1.008, -3.819, 0.661], [3.041, -2.083, 1.240], [0.702, 2.093, -2.138], [-0.331, 1.358, -1.421], [-1.468, 2.318, -0.982], [0.254, 0.870, -0.590], [-0.786, 0.605, -2.063], [-0.910, 3.641, -1.655], [-1.497, 2.437, 0.123], [-2.437, 1.907, -1.354], [0.592, 3.403, -1.518], [-1.308, 4.562, -1.217], [-1.319, 3.627, -2.691], [0.854, 3.276, -0.445], [1.261, 4.111, -1.995], [-0.169, 3.064, 4.611], [1.348, 2.151, 4.753], [1.313, 0.805, 5.918], [1.685, 1.551, 3.388], [2.782, 1.791, 2.927], [0.767, 0.781, 2.819], [2.136, 2.851, 5.048]],
  "forces_ev_per_angstrom": [[0.4, -0.1, -2.8], [0.1, 1.1, -1.4], [0.1, -0.6, 0.5], [-0.5, -0.3, 0.6], [0.5, -0.2, 0.5], [-0.1, -0.8, -1.2], [-0.4, 0.1, -0.1], [0.1, 0.0, 0.0], [0.0, -0.6, 0.2], [-0.2, -0.1, -0.3], [0.1, 0.0, 0.6], [0.2, -0.2, 0.1], [0.2, -0.3, 0.2], [0.4, 0.1, -0.3], [-0.2, -0.2, 0.0], [0.1, 0.1, 0.5], [-0.2, 0.0, 1.5], [0.1, 0.5, -0.4], [-0.4, -0.3, -0.7], [0.1, -0.6, 0.0], [-0.1, -0.2, -0.3], [0.4, -0.1, 0.3], [0.3, 0.3, -0.1], [0.1, 0.4, 0.1], [-0.1, 0.3, -0.4], [0.0, -0.4, 0.0], [0.3, -0.2, 0.4], [0.3, 0.0, -0.6], [0.5, 0.3, -0.1], [0.0, 0.2, 0.7], [0.5, 0.3, -0.1], [-0.6, 0.2, 0.2], [-0.4, -0.6, -0.2], [-0.3, -0.3, -0.3], [0.2, -0.1, -0.6], [0.0, 0.4, 0.4], [-0.6, -0.1, 0.3], [-1.0, 0.9, 2.7], [-0.1, 0.2, 0.3], [1.0, 0.5, 0.1], [-0.6, 0.0, -0.1], [0.5, 0.2, 0.4], [-1.6, -0.2, 0.3], [-0.1, 0.0, -0.6], [0.6, 0.8, 0.3], [-0.7, -0.9, -0.3], [0.2, -0.2, 0.2], [1.0, 0.1, 0.4], [0.0, 0.5, -0.4], [0.0, -0.1, -0.2], [0.0, -0.1, 0.3], [-0.1, 0.0, -0.4], [-0.2, 0.2, 0.0], [1.8, 0.6, -0.1], [-1.3, -0.5, 0.1], [0.2, 0.3, -0.4], [-0.2, -0.3, -0.1]]
}

# 6
{
  "formula": "C3H5O3Pd",
  "method": "wB97M-V/def2-TZVPD",
  "total_charge": 2,
  "spin_multiplicity": 4,
  "homo_lumo_gap_ev": [8.9, 7.2],
  "total_energy_ha": -469.69948,
  "symbols": ["H", "C", "C", "O", "C", "O", "H", "H", "H", "Pd", "O", "H"],
  "xyz": [[0.481, -1.803, -0.607], [1.193, -0.966, -0.629], [0.877, 0.323, 0.153], [-0.322, 0.285, 0.934], [-1.492, 0.442, 0.413], [-2.352, 0.686, 1.333], [2.028, -1.462, -0.122], [2.139, 0.215, -0.373], [-3.141, 1.133, 0.993], [-1.370, 0.463, -1.525], [0.381, 0.134, -1.550], [1.578, 0.548, 0.980]],
  "forces_ev_per_angstrom": [[-0.4, 0.2, -0.3], [-2.7, 2.2, 3.3], [0.6, -5.5, 1.1], [0.2, 0.7, -0.4], [-0.6, 1.4, 2.5], [0.6, -0.2, -0.8], [2.0, -0.1, -1.6], [-0.3, 0.7, -1.4], [-0.7, -0.3, 0.0], [-6.2, 0.9, -2.4], [7.4, -1.0, -0.3], [0.2, 1.0, 0.2]]
}